No. 1
ORCA calculation (ωB97M-V/def2-TZVPD) on a cluster of 7 separate species, C48H53BBrF6N6O2 in total.

XYZ file:
```
117
Properties=species:S:1:pos:R:3:forces:R:3:lowdin_charge:R:1
C 4.15136 0.06762 1.29886 -0.4 0.1 0.0 -0.10
C 2.77246 0.64552 0.55499 2.3 0.7 -0.3 -0.22
N 1.58638 0.75143 1.48672 -1.2 -2.2 -0.3 -0.15
C 0.32055 1.19434 0.78860 0.2 1.2 -1.2 -0.17
C -0.30659 2.52028 1.59364 -0.8 -0.7 0.0 -0.10
C -1.87350 2.22303 2.10635 1.9 0.4 -0.4 -0.11
N -2.75233 1.81891 1.01074 1.7 1.7 6.7 0.18
N -3.99560 1.64859 1.49133 -3.1 0.2 2.5 0.01
B -4.99775 1.22225 0.38463 -3.2 -0.7 -3.0 -0.40
O -5.91823 2.21406 -0.26703 1.1 -2.1 3.1 0.05
N -5.09393 -0.21754 -0.11238 1.0 1.2 1.7 -0.13
C -3.99267 -0.56460 -1.08996 1.0 -1.0 -0.1 -0.10
C -5.15527 -1.20656 1.04229 0.3 -1.1 0.7 -0.11
C -4.55546 1.79218 2.82699 1.0 0.8 1.7 -0.06
N -6.05367 1.56712 3.03800 2.5 1.2 -0.8 0.09
C -3.68005 2.17818 4.11919 2.0 -0.4 -3.7 -0.12
N -4.26643 2.29773 5.50363 0.5 -0.3 -2.9 0.04
C -2.13667 2.42374 3.66256 -4.8 -1.2 -0.8 -0.39
Br -0.82626 2.93897 5.09605 -1.7 -0.8 -2.4 0.73
C 1.39266 -0.47922 2.34317 2.6 0.2 5.9 -0.28
C 0.61051 -1.85702 1.92413 -0.3 0.1 0.7 -0.03
O 1.93906 -0.43760 3.58777 -3.4 -0.3 -7.8 -0.05
H 5.05679 0.33892 0.60492 -1.8 -0.7 1.2 0.09
H 4.10083 -1.11212 1.46116 0.1 3.0 -0.4 0.07
H 4.34273 0.62051 2.32812 -0.6 -1.2 -2.1 0.10
H 3.05999 1.74927 0.20796 -0.9 -2.3 0.8 0.13
H 2.58710 0.03031 -0.42284 0.1 0.9 1.8 0.12
H 0.63771 1.61635 -0.27556 -0.7 -1.1 2.2 0.13
H -0.47241 0.35261 0.60930 1.4 1.6 0.5 0.10
H 0.43472 2.72976 2.46908 -1.7 -0.4 -1.5 0.09
H -0.33266 3.45824 0.89121 -0.1 -1.9 1.3 0.13
H -6.87992 2.00289 -0.02926 2.0 0.1 -0.9 0.13
H -4.21505 -1.63228 -1.55486 0.4 2.5 0.9 0.10
H -3.85357 0.23750 -1.93060 -0.4 -1.5 1.7 0.11
H -2.99151 -0.67747 -0.47609 -1.6 0.3 -1.4 0.09
H -4.44281 -0.91827 1.94022 -1.2 -0.5 -1.6 0.09
H -6.25021 -1.27077 1.47278 2.2 0.1 -1.0 0.11
H -4.80741 -2.29065 0.69166 -0.9 2.5 0.6 0.11
H -6.61638 2.37618 2.68011 0.9 -0.9 0.2 0.12
H -6.29390 1.45218 4.04595 0.7 0.1 -1.1 0.09
H -4.61294 1.37836 5.86646 0.5 1.0 -0.4 0.09
H -5.03885 2.99994 5.48824 0.8 -0.8 0.0 0.11
H 0.34269 -2.42182 2.94086 0.9 1.3 -2.3 0.11
H -0.41228 -1.68756 1.37743 2.1 -0.2 0.8 0.06
H 1.30998 -2.52641 1.26060 -1.3 1.4 1.3 0.10
F 5.31005 -2.73695 1.32364 0.1 -0.1 -0.4 0.03
C 5.41434 -3.25750 2.55358 0.1 -0.6 1.2 -0.30
C 4.39639 -4.06954 3.04145 0.0 0.1 -0.1 -0.02
C 4.50694 -4.61592 4.32005 0.4 0.3 0.0 -0.08
C 5.63042 -4.33493 5.10148 -0.1 0.0 -0.1 -0.09
C 6.64448 -3.51461 4.60481 -0.4 -0.1 -0.2 -0.08
C 6.53879 -2.97756 3.32206 0.0 0.1 -0.1 -0.01
H 3.52735 -4.26995 2.42335 0.1 0.0 0.0 0.11
H 3.72019 -5.25834 4.70770 0.1 0.1 -0.1 0.10
H 5.71414 -4.75768 6.10040 0.0 0.1 -0.2 0.10
H 7.51602 -3.29400 5.21641 -0.2 0.0 -0.2 0.11
H 7.32181 -2.34522 2.91689 -0.1 0.0 0.0 0.12
F -5.88077 -3.13757 -1.26030 0.2 0.3 -0.1 0.03
C -6.62464 -4.23482 -1.06709 -0.8 -1.2 0.2 -0.29
C -6.00497 -5.42743 -0.71024 0.1 0.1 0.0 -0.02
C -6.77960 -6.56891 -0.50394 -0.3 0.3 -0.1 -0.08
C -8.16568 -6.50749 -0.66768 0.1 0.0 0.0 -0.09
C -8.77779 -5.30696 -1.03097 0.4 -0.1 0.1 -0.08
C -8.00408 -4.16316 -1.22624 0.1 0.1 0.0 -0.02
H -4.92635 -5.45813 -0.59579 -0.1 0.0 0.0 0.11
H -6.30554 -7.50429 -0.21712 -0.1 0.2 -0.1 0.11
H -8.76902 -7.39912 -0.51103 0.1 0.2 0.0 0.10
H -9.85631 -5.26258 -1.16183 0.2 0.0 0.0 0.11
H -8.46434 -3.21963 -1.50016 0.1 -0.1 0.0 0.12
F 0.03391 -2.41100 -2.68672 -0.2 -0.2 0.2 0.06
C 0.68383 -1.44317 -3.34666 0.6 0.8 -0.6 -0.30
C 0.01858 -0.26289 -3.65978 0.0 0.0 0.1 -0.03
C 0.69641 0.74714 -4.34239 0.3 -0.3 0.0 -0.08
C 2.03015 0.56096 -4.71423 -0.1 0.0 0.0 -0.09
C 2.68767 -0.62931 -4.39981 -0.4 0.2 0.1 -0.07
C 2.01294 -1.63450 -3.70746 0.0 -0.1 0.1 -0.01
H -1.01986 -0.13946 -3.37020 0.1 -0.1 0.0 0.11
H 0.18758 1.67674 -4.58505 0.1 -0.2 0.0 0.10
H 2.55711 1.34724 -5.25055 -0.1 -0.1 0.1 0.09
H 3.72450 -0.77357 -4.69386 -0.3 -0.1 0.1 0.08
H 2.51140 -2.56235 -3.44713 -0.1 0.1 0.0 0.12
F 6.03391 -1.82211 -5.13116 -0.2 -0.2 0.2 0.06
C 6.68383 -0.85428 -5.79110 0.6 0.9 -0.6 -0.29
C 6.01858 0.32600 -6.10423 0.0 -0.1 0.0 -0.01
C 6.69641 1.33603 -6.78684 0.3 -0.3 0.0 -0.07
C 8.03015 1.14985 -7.15867 -0.1 0.0 0.0 -0.09
C 8.68767 -0.04042 -6.84425 -0.4 0.1 0.1 -0.08
C 8.01294 -1.04561 -6.15190 0.0 -0.1 0.0 -0.02
H 4.98014 0.44943 -5.81465 0.1 0.0 -0.1 0.09
H 6.18758 2.26563 -7.02949 0.1 -0.2 0.1 0.09
H 8.55711 1.93613 -7.69500 -0.1 -0.2 0.1 0.10
H 9.72450 -0.18468 -7.13830 -0.2 0.0 0.1 0.11
H 8.51140 -1.97346 -5.89158 -0.1 0.1 0.0 0.12
F 4.84478 4.48753 -6.21853 0.1 -0.1 0.3 0.05
C 4.59615 4.84088 -7.48657 -0.2 0.3 -1.2 -0.30
C 3.54054 4.24546 -8.16835 0.0 0.0 0.1 -0.02
C 3.27811 4.61680 -9.48699 0.4 0.3 0.1 -0.08
C 4.08192 5.57253 -10.11328 0.0 0.0 0.0 -0.09
C 5.14225 6.16075 -9.42218 -0.3 -0.3 0.1 -0.08
C 5.39742 5.79736 -8.10011 0.0 0.0 0.1 -0.02
H 2.93214 3.49893 -7.66834 0.1 0.1 0.0 0.11
H 2.45035 4.16288 -10.02618 0.2 0.1 0.1 0.11
H 3.87963 5.85860 -11.14324 0.0 -0.1 0.2 0.10
H 5.76904 6.90136 -9.91305 -0.1 -0.1 0.1 0.11
H 6.21191 6.25104 -7.54521 -0.1 -0.1 0.0 0.12
F -4.47855 0.23504 7.96207 0.0 -0.3 -0.6 0.05
C -4.56666 1.01413 9.04829 -0.1 0.9 1.4 -0.29
C -4.79708 0.43287 10.29034 0.0 -0.1 -0.1 -0.01
C -4.88377 1.24323 11.42233 0.1 0.3 -0.4 -0.07
C -4.74978 2.62826 11.29782 0.0 0.0 0.0 -0.09
C -4.52372 3.20262 10.04604 -0.1 -0.4 0.2 -0.08
C -4.42597 2.39109 8.91604 -0.1 -0.1 -0.1 -0.03
H -4.90686 -0.64398 10.36651 0.0 0.1 0.0 0.12
H -5.05594 0.79788 12.39904 0.0 0.0 -0.2 0.11
H -4.82191 3.26031 12.18036 0.0 -0.1 -0.2 0.11
H -4.42387 4.28119 9.95102 0.0 -0.2 0.0 0.11
H -4.24166 2.82006 7.93668 0.1 -0.1 0.1 0.08
```
Positions in Å, forces in eV/Å.

The net charge is +1. As for the electronic energy: -5537.39470 Eh. The gap between HOMO and LUMO is 5.64 eV. For the largest force on an atom, the calculation gives 8.49 eV/Å.

***

No. 2
ORCA calculation (ωB97M-V/def2-TZVPD) on a structure of composition C48H54AsN2OSbSeTa.

XYZ file:
```
109
Properties=species:S:1:pos:R:3:forces:R:3:lowdin_charge:R:1
Ta 0.10101 0.10234 -0.11011 0.3 -0.1 -0.1 0.78
C 6.95511 -0.11682 0.93078 0.0 0.0 0.0 -0.07
C 6.84786 1.01404 0.13225 0.0 0.0 0.0 -0.07
C 5.61253 1.40420 -0.35975 0.0 0.0 0.0 -0.12
C 4.47841 0.65783 -0.05145 0.1 -0.1 0.1 -0.39
C 4.58842 -0.47079 0.75378 0.0 0.0 0.0 -0.14
C 5.82785 -0.86034 1.24393 0.0 0.0 0.0 -0.08
Sb 2.60920 1.16549 -0.84977 -0.2 0.1 -0.5 1.52
C 2.68039 3.27860 -0.88792 0.1 0.1 0.1 -0.36
C 2.29789 3.96743 0.26103 0.0 -0.1 0.0 -0.15
C 2.29616 5.35426 0.28465 0.0 0.0 0.0 -0.08
C 2.67226 6.06465 -0.84721 0.0 0.0 0.0 -0.08
C 3.06056 5.38610 -1.99309 0.0 0.0 0.0 -0.07
C 3.06982 3.99718 -2.01317 0.0 -0.1 0.0 -0.12
C 2.94320 0.78110 -2.92246 0.1 -0.1 0.1 -0.41
C 1.97047 1.16779 -3.84354 0.0 0.0 0.1 -0.17
C 2.08013 0.80987 -5.17859 0.0 0.0 0.0 -0.08
C 3.15966 0.04739 -5.60474 0.0 0.0 0.0 -0.08
C 4.12582 -0.35075 -4.69371 0.0 0.0 0.0 -0.08
C 4.01685 0.01174 -3.35712 0.1 0.0 0.0 -0.12
H 7.92168 -0.41614 1.31302 0.0 0.0 0.0 0.11
H 7.72945 1.59451 -0.10437 0.0 0.0 0.0 0.11
H 5.53554 2.29259 -0.97619 0.0 0.0 0.0 0.10
H 3.70358 -1.04722 1.00459 0.0 0.0 0.0 0.08
H 5.91067 -1.73764 1.87131 0.0 0.0 0.0 0.11
H 1.97866 3.42104 1.14273 0.0 0.0 0.0 0.07
H 2.00073 5.88168 1.18294 0.0 0.0 0.0 0.11
H 2.67044 7.14651 -0.83354 0.0 0.0 0.0 0.11
H 3.36228 5.93708 -2.87398 0.0 0.0 0.0 0.11
H 3.37476 3.47993 -2.91511 0.0 0.0 0.0 0.10
H 1.11805 1.75524 -3.51691 0.0 0.0 0.0 0.09
H 1.32476 1.12565 -5.88669 0.0 0.0 0.0 0.11
H 3.24829 -0.23284 -6.64589 0.0 0.0 0.0 0.11
H 4.97024 -0.94175 -5.02299 0.0 0.0 0.0 0.11
H 4.78395 -0.30475 -2.65943 0.0 0.0 0.0 0.10
C -0.70673 3.65822 -1.79644 0.1 0.0 0.0 -0.07
O -0.42205 2.33894 -1.33183 -0.2 -0.1 0.0 -0.32
C -0.47467 2.01947 0.03114 -0.1 0.1 -0.2 -0.48
C -0.94662 3.08169 0.95706 0.0 0.0 0.1 -0.08
H -1.73980 3.93637 -1.58123 0.0 0.0 0.0 0.09
H -0.55844 3.63845 -2.87393 0.0 0.0 0.0 0.10
H -0.02154 4.38009 -1.34861 0.0 0.0 0.0 0.08
H -1.92511 3.46104 0.64228 0.0 0.0 0.0 0.09
H -0.26273 3.93411 0.99897 0.0 0.0 0.0 0.07
H -1.04849 2.68130 1.96442 0.0 0.0 -0.1 0.04
C -3.21298 0.67249 -1.79572 0.0 0.0 0.0 -0.26
As -2.48584 -0.42572 -0.36891 0.0 0.0 -0.2 1.08
C -3.24937 -2.14215 -0.88289 -0.1 0.0 0.0 -0.26
C -3.56469 0.06797 1.18620 0.0 0.0 0.1 -0.30
C -5.04276 0.04792 0.94126 0.1 0.0 0.0 -0.31
C -5.78476 -1.10150 1.19886 0.0 0.0 0.0 -0.06
C -7.14783 -1.13728 0.94329 0.0 0.0 0.0 -0.07
C -7.78716 -0.02012 0.42703 0.0 0.0 0.0 -0.08
C -7.05783 1.13286 0.17433 0.0 0.0 0.0 -0.07
C -5.69549 1.16612 0.42999 0.0 0.0 0.0 -0.06
H -4.25435 0.41011 -1.97559 0.0 0.0 0.0 0.04
H -2.62025 0.49603 -2.69313 0.0 0.0 0.0 0.03
H -3.13730 1.72398 -1.52496 0.0 0.0 0.0 0.02
H -4.31866 -2.03450 -1.06444 0.0 0.0 0.0 0.04
H -3.09759 -2.88724 -0.10485 0.0 0.0 0.0 0.02
H -2.75313 -2.46668 -1.79780 0.0 0.0 0.0 0.02
H -3.20877 1.05254 1.49631 0.0 0.0 0.0 0.07
H -3.28529 -0.63619 1.97266 0.0 0.0 0.0 0.06
H -5.29277 -1.97533 1.61100 0.0 0.0 0.0 0.11
H -7.71174 -2.03585 1.15569 0.0 0.0 0.0 0.11
H -8.85066 -0.04373 0.23257 0.0 0.0 0.0 0.11
H -7.55351 2.01209 -0.21548 0.0 0.0 0.0 0.11
H -5.13741 2.07615 0.24178 0.0 0.0 0.0 0.11
C -0.29038 -4.55602 -3.53024 0.0 0.0 0.0 -0.01
N -0.46480 -4.33352 -2.10691 -0.1 0.1 0.1 -0.07
C -0.19525 -3.19957 -1.42658 0.1 -0.2 -0.4 -0.68
Se 0.53211 -1.66354 -2.21237 0.0 0.1 0.3 0.70
N -0.50203 -3.41057 -0.13846 0.1 0.3 0.1 0.12
C -1.03032 -4.68248 0.02507 0.1 -0.1 0.1 -0.19
C -1.50730 -5.35838 1.13865 0.0 0.0 -0.1 0.00
C -1.96131 -6.64869 0.93004 0.0 0.0 0.0 -0.07
C -1.93359 -7.24355 -0.33676 0.0 0.0 0.0 -0.06
C -1.45203 -6.56896 -1.44503 0.0 0.0 0.1 0.01
C -1.00385 -5.27335 -1.23242 0.0 0.0 0.0 -0.16
H 0.27072 -3.72577 -3.94964 0.0 0.0 0.0 0.05
H -1.26342 -4.62527 -4.01564 0.0 0.0 0.0 0.11
H 0.26588 -5.47943 -3.68178 0.0 0.0 0.0 0.10
H -0.36745 -2.68292 0.57049 -0.1 -0.1 -0.1 0.08
H -1.52716 -4.90317 2.11882 0.0 0.0 0.0 0.11
H -2.34495 -7.21368 1.76804 0.0 0.0 0.0 0.11
H -2.29664 -8.25490 -0.45207 0.0 0.0 0.0 0.11
H -1.43299 -7.02875 -2.42246 0.0 0.0 0.0 0.12
C -0.53416 -1.72400 3.51338 0.0 0.0 0.0 -0.07
C 0.53730 -0.73945 3.02295 0.0 -0.1 0.0 -0.57
C 1.87720 -1.17842 3.64019 0.0 0.0 0.0 -0.05
C 0.60106 -0.83262 1.51040 0.0 0.2 0.5 -0.32
C 0.23159 0.69368 3.46121 0.1 0.0 0.0 -0.19
C -0.96228 1.05714 4.07353 0.0 0.0 0.0 -0.04
C -1.16984 2.35615 4.53001 0.0 0.0 0.0 -0.08
C -0.17947 3.31135 4.39627 0.1 0.0 0.0 -0.09
C 1.01756 2.96650 3.77761 0.0 0.0 0.0 -0.09
C 1.20995 1.68049 3.30563 0.0 -0.1 0.0 -0.05
H -0.24283 -2.73668 3.22588 0.0 0.0 0.0 0.07
H -1.50832 -1.51051 3.06962 0.0 0.0 0.0 0.06
H -0.63956 -1.71149 4.60006 0.0 0.0 0.0 0.10
H 2.05687 -2.23528 3.42951 0.0 0.0 0.0 0.09
H 1.86693 -1.04059 4.72235 0.0 0.0 0.0 0.10
H 2.71747 -0.61331 3.23846 0.0 0.0 0.0 0.06
H 1.18632 -1.70977 1.16508 0.0 -0.1 -0.1 0.04
H -1.74336 0.32405 4.21926 0.0 0.0 0.0 0.10
H -2.10833 2.60797 5.00654 0.0 0.0 0.0 0.11
H -0.33278 4.31425 4.77139 0.0 0.0 0.0 0.11
H 1.80491 3.70258 3.67095 0.0 0.0 0.0 0.11
H 2.14815 1.42364 2.82660 0.0 0.0 0.0 0.11
```
Positions in Å, forces in eV/Å.

The net charge is +1. As for the electronic energy: -6980.43410 Eh. The gap between HOMO and LUMO is 7.13 eV. For the largest force on an atom, the calculation gives 0.58 eV/Å. The value obtained for the energy above the lowest of the compared OMol25 structures with the same formula, charge and spin is 0.0000 eV.

***

Question: Which value of electronic energy does entry 1 give?
Answer: -5537.39470 Eh

***

Question: Which of these has the lowest gap between HOMO and LUMO?
Answer: C48H53BBrF6N6O2